C62H171N24O14P7 | ωB97M-V with the def2-TZVPD basis set

Results
DFT total energy (eV): -196517.857
HOMO (eV): -8.234
SMILES: CN(C)P(=O)(N(C)C)N(C)C.CN(C)P(=O)(N(C)C)N(C)C.CN(C)P(=O)(N(C)C)N(C)C.CN(C)P(=O)(N(C)C)N(C)C.CN(C)P(=O)(N(C)C)N(C)C.CN(C)P(=O)(N(C)C)N(C)C.CN(C)P(=O)(N(C)C)N(C)C.COC[C@H](C)N.COC[C@H](C)N.COC[C@H](C)N.O=C1CCCO1.O=C1CCCO1

Geometry (Å):
1 C 29.429320 13.613100 14.938280
2 N 29.038470 12.922370 13.723740
3 C 27.841150 12.128960 13.883080
4 P 29.894870 12.914440 12.290290
5 O 30.911960 13.961560 12.204180
6 N 30.490950 11.306860 12.286120
7 C 29.691310 10.128140 12.328950
8 C 31.945700 11.088340 12.623050
9 N 28.757610 12.901080 10.975630
10 C 29.292540 12.546480 9.630790
11 C 27.613470 13.813240 10.940080
12 H 28.531640 13.836220 15.514890
13 H 29.814360 14.616050 14.754050
14 H 30.207200 13.081550 15.486420
15 H 27.538970 11.741680 12.910050
16 H 27.143310 12.808010 14.372990
17 H 28.059960 11.246480 14.484290
18 H 29.108990 10.117320 11.407600
19 H 30.260240 9.210910 12.176970
20 H 29.097010 10.032850 13.237690
21 H 32.582510 11.798930 12.096150
22 H 32.132040 11.144740 13.695520
23 H 32.288350 10.087760 12.359350
24 H 28.528200 12.132380 8.973210
25 H 29.941000 13.312570 9.205700
26 H 29.906760 11.650700 9.722520
27 H 26.801700 13.345650 10.382860
28 H 27.885160 14.763730 10.480900
29 H 27.393460 14.117490 11.963370
30 C 47.080000 14.828500 24.328120
31 N 46.987510 14.081970 23.075750
32 C 46.962780 12.613680 23.285300
33 P 46.524180 14.868100 21.622890
34 O 46.519110 16.332240 21.691570
35 N 47.673050 14.223310 20.524600
36 C 47.594820 12.895220 20.033480
37 C 48.838560 14.886340 20.142350
38 N 45.093650 14.151600 21.176020
39 C 44.561220 14.325960 19.790280
40 C 44.084620 13.896930 22.201930
41 H 47.370900 15.847940 24.074760
42 H 47.830990 14.493530 25.043600
43 H 46.198440 14.804100 24.968720
44 H 46.757850 12.390530 24.332350
45 H 47.918880 12.139740 23.063120
46 H 46.156830 12.153850 22.713380
47 H 47.593530 12.915740 18.943680
48 H 48.484630 12.294280 20.221140
49 H 46.710380 12.321140 20.309720
50 H 48.724410 15.917230 20.477520
51 H 49.689410 14.369240 20.585960
52 H 48.812080 14.942570 19.054120
53 H 43.934200 15.216690 19.751030
54 H 45.381980 14.512010 19.097570
55 H 43.967450 13.500100 19.398470
56 H 43.743360 12.867350 22.094240
57 H 43.217140 14.517750 21.977940
58 H 44.434110 14.088690 23.216410
59 C 31.367700 6.984960 26.212840
60 N 31.943210 6.468950 24.999950
61 C 31.490870 5.091050 24.690170
62 P 32.800230 7.439730 23.811050
63 O 33.533320 8.516750 24.466620
64 N 33.904200 6.411880 22.990190
65 C 35.241840 6.271500 23.545530
66 C 33.575140 5.593190 21.818110
67 N 31.621340 7.902140 22.635800
68 C 30.303580 7.200060 22.406030
69 C 31.806700 9.076850 21.789330
70 H 32.039470 7.291470 27.014640
71 H 30.575700 6.359120 26.624130
72 H 30.931860 7.957490 25.984090
73 H 30.408180 5.055180 24.569340
74 H 31.731810 4.521800 25.587950
75 H 32.039720 4.616580 23.876700
76 H 35.221670 5.221610 23.837820
77 H 36.029760 6.503740 22.829050
78 H 35.385580 6.821200 24.475730
79 H 32.933210 6.145070 21.131490
80 H 34.423240 5.182270 21.270420
81 H 32.974450 4.705440 22.016060
82 H 29.576500 7.451560 23.178180
83 H 29.809520 7.463710 21.470890
84 H 30.524620 6.133650 22.361280
85 H 31.817790 8.738930 20.753080
86 H 32.748310 9.572130 22.026280
87 H 30.984770 9.776970 21.938860
88 C 38.902320 9.883600 17.898960
89 N 39.497440 10.133240 16.586360
90 C 38.922500 11.380780 16.029680
91 P 39.736140 8.745210 15.613720
92 O 38.463820 8.160210 15.150690
93 N 40.728220 9.301630 14.310350
94 C 42.031960 10.045510 14.541190
95 C 40.104980 9.348170 12.983370
96 N 40.807010 7.725410 16.455260
97 C 40.981840 6.380660 15.854650
98 C 41.923270 8.276490 17.268810
99 H 38.863090 10.846930 18.407440
100 H 39.527170 9.196010 18.468940
101 H 37.915550 9.420700 17.888560
102 H 39.179230 12.274350 16.598640
103 H 37.899990 11.441490 15.657020
104 H 39.481190 11.567420 15.112540
105 H 42.190370 10.297890 15.589670
106 H 42.866610 9.408250 14.249010
107 H 42.040280 10.936880 13.913910
108 H 39.041960 9.573220 13.069540
109 H 40.553060 10.210430 12.489570
110 H 40.324200 8.505790 12.327280
111 H 41.180950 5.648420 16.637140
112 H 40.157460 6.104670 15.197130
113 H 41.941290 6.366340 15.337590
114 H 42.133680 7.583630 18.083530
115 H 41.654800 9.245550 17.689460
116 H 42.859590 8.386220 16.721660
117 C 41.735890 15.615440 31.296000
118 N 40.540200 14.998320 30.634430
119 C 39.811310 14.148440 31.534750
120 P 39.685910 15.792710 29.369450
121 O 40.550470 16.516190 28.396460
122 N 38.829260 14.528380 28.691780
123 C 39.510620 13.271070 28.339860
124 C 37.786190 14.785720 27.719190
125 N 38.501220 16.713600 30.099400
126 C 38.750910 18.088220 30.381220
127 C 37.432860 16.130080 30.971030
128 H 42.140350 16.384340 30.637740
129 H 42.504520 14.847550 31.383530
130 H 41.525370 16.105810 32.246420
131 H 39.705630 14.682080 32.479290
132 H 40.326080 13.200250 31.689870
133 H 38.782870 14.010240 31.201110
134 H 40.115020 13.484820 27.458320
135 H 40.282580 13.072310 29.083280
136 H 38.778660 12.473590 28.211970
137 H 37.160730 13.895670 27.650580
138 H 37.187420 15.680070 27.891530
139 H 38.156440 14.877940 26.698160
140 H 39.822750 18.252480 30.492080
141 H 38.613550 18.644130 29.453750
142 H 38.017540 18.498920 31.075180
143 H 37.796680 15.958400 31.984080
144 H 37.092940 15.229480 30.459690
145 H 36.530740 16.738790 31.032210
146 C 33.414100 24.058420 24.787870
147 N 32.052870 24.186180 24.457080
148 C 31.610550 23.347570 23.357390
149 P 30.987780 24.634140 25.719550
150 O 31.647650 25.544240 26.690680
151 N 29.621740 25.413390 24.990650
152 C 30.022890 26.439880 23.972370
153 C 28.493580 25.722770 25.851950
154 N 30.303660 23.194970 26.299290
155 C 30.648030 22.706620 27.601880
156 C 29.423930 22.351860 25.524200
157 H 33.958140 24.233930 23.859790
158 H 33.548340 23.087370 25.264440
159 H 33.663880 24.780700 25.565060
160 H 32.137590 23.632010 22.446650
161 H 30.596460 23.572380 23.026950
162 H 31.387790 22.307830 23.597040
163 H 30.636820 26.020300 23.175420
164 H 29.142840 26.932350 23.558740
165 H 30.597610 27.284680 24.352000
166 H 28.772810 26.384000 26.672250
167 H 27.615160 26.163250 25.380280
168 H 28.125520 24.773650 26.241540
169 H 31.731600 22.699090 27.719890
170 H 30.426990 23.527070 28.284600
171 H 30.259320 21.727650 27.882280
172 H 28.491680 22.176510 26.061100
173 H 29.851120 21.453870 25.077850
174 H 28.928150 22.944030 24.755020
175 C 43.493480 24.926090 18.131810
176 N 44.041950 24.698380 16.770110
177 C 45.468860 25.110820 16.553900
178 P 43.332890 23.576740 15.635430
179 O 43.409820 24.031540 14.201960
180 N 44.126670 22.091630 15.885200
181 C 43.912490 20.996270 14.940560
182 C 44.912630 21.857740 17.056400
183 N 41.784610 23.181140 16.205690
184 C 40.663010 23.442860 15.336790
185 C 41.461510 22.334860 17.411690
186 H 42.406200 24.942290 18.207130
187 H 43.827630 25.905050 18.475410
188 H 43.910700 24.195230 18.824530
189 H 45.566300 25.242840 15.476320
190 H 46.170910 24.323980 16.829810
191 H 45.731400 25.997590 17.130780
192 H 44.253770 20.008800 15.251260
193 H 42.864000 20.861230 14.674960
194 H 44.514710 21.238490 14.064900
195 H 45.959490 22.130340 16.922730
196 H 44.526190 22.498570 17.848930
197 H 44.791380 20.852160 17.459140
198 H 40.103900 22.543400 15.078990
199 H 39.973440 24.182070 15.744440
200 H 41.003910 23.889150 14.402600
201 H 40.376460 22.262620 17.486140
202 H 41.886640 22.845310 18.275870
203 H 41.857500 21.319340 17.415250
204 C 44.162000 23.036030 27.648600
205 O 43.787610 23.042790 26.258600
206 C 43.359940 21.731810 25.876810
207 C 42.602370 21.627680 24.603440
208 C 41.199010 22.303380 24.634530
209 N 42.448930 20.285830 24.184160
210 H 44.751850 23.948000 27.740660
211 H 44.799920 22.163970 27.792340
212 H 43.316670 23.025700 28.336660
213 H 44.249470 21.120790 25.723510
214 H 42.732110 21.356560 26.684960
215 H 43.184460 22.139160 23.836850
216 H 41.266930 23.314190 25.036730
217 H 40.592220 21.717300 25.324760
218 H 40.735080 22.281210 23.648440
219 H 42.259740 19.789140 25.043000
220 H 43.357130 19.987340 23.858330
221 C 29.565550 22.535510 11.907020
222 O 30.039780 22.066080 13.133900
223 C 31.029050 20.986000 13.000920
224 C 31.536800 20.595980 14.402450
225 C 32.233160 21.772300 15.074890
226 N 32.604990 19.551780 14.287940
227 H 28.721930 23.187210 12.134360
228 H 29.288800 21.791470 11.160070
229 H 30.415700 22.953590 11.368000
230 H 30.498200 20.192970 12.474240
231 H 31.801310 21.299870 12.298630
232 H 30.714870 20.281300 15.045500
233 H 32.536230 21.466880 16.076370
234 H 31.508810 22.542740 15.339210
235 H 33.133570 22.109900 14.561680
236 H 32.507090 18.735100 13.701820
237 H 33.435490 19.999010 13.926880
238 C 25.429980 18.383490 16.532260
239 O 24.814790 18.664020 17.825660
240 C 25.695640 18.631570 19.004070
241 C 25.372230 17.491000 19.974380
242 C 23.933370 17.545270 20.366500
243 N 26.169100 17.590210 21.107130
244 H 25.805580 19.316670 16.112500
245 H 24.723460 17.997830 15.797280
246 H 26.237960 17.657600 16.623670
247 H 26.726360 18.684770 18.653510
248 H 25.487410 19.583130 19.493230
249 H 25.491220 16.459420 19.643050
250 H 23.660510 16.883830 21.188780
251 H 23.353390 17.187230 19.515890
252 H 23.572010 18.542920 20.615970
253 H 26.210970 16.684620 21.552400
254 H 27.129710 17.748590 20.838360
255 O 33.000740 16.843150 21.706970
256 C 34.148950 17.115790 21.509040
257 C 35.031960 16.837980 20.323320
258 C 36.406980 17.197650 20.745250
259 C 36.189770 18.138270 21.998340
260 O 34.877780 17.807090 22.460940
261 H 34.933040 15.775090 20.102920
262 H 34.766290 17.466080 19.473020
263 H 37.054250 16.373820 21.045980
264 H 37.038210 17.612300 19.959310
265 H 37.027730 18.021600 22.685590
266 H 35.993480 19.147550 21.636490
267 O 28.390820 14.700200 30.107080
268 C 29.191290 14.215540 29.345020
269 C 29.072660 14.128960 27.825480
270 C 30.508130 13.862780 27.423850
271 C 31.081420 13.166410 28.667540
272 O 30.368350 13.784150 29.735630
273 H 28.340250 13.374350 27.538690
274 H 28.744090 15.056110 27.355850
275 H 30.633250 13.235930 26.540950
276 H 31.035450 14.786000 27.183620
277 H 30.918650 12.094750 28.552900
278 H 32.159970 13.235520 28.809130

Force components x, y, z for each atom (eV/Å):
C 0.4 0.9 -0.6
N -0.3 0.9 -0.7
C 0.6 -0.1 -0.1
P -1.1 -1.9 -0.5
O 0.6 0.1 0.2
N 2.8 1.0 -0.5
C -0.6 -0.3 -0.9
C -0.8 0.4 -0.1
N 0.8 -0.6 0.5
C 0.3 -1.0 1.3
C 1.2 0.3 0.4
H 0.0 -0.5 0.4
H 0.3 -0.1 -0.4
H -0.3 -0.2 0.4
H -0.5 0.3 0.1
H -0.7 -0.6 -0.2
H -0.3 0.0 0.5
H -0.9 0.0 0.3
H 0.5 0.2 0.5
H -0.1 -0.2 -0.2
H -0.2 0.1 0.2
H 0.0 0.3 0.2
H -0.4 -0.1 -0.4
H -0.5 0.9 -0.1
H -0.4 0.2 -0.3
H 0.4 0.1 0.4
H -0.2 0.1 0.3
H 0.0 0.1 -0.5
H -0.6 -0.4 0.0
C 0.3 0.7 -0.1
N -0.5 0.0 0.7
C -0.2 0.7 -0.3
P 1.6 -2.1 0.0
O 0.4 0.3 0.3
N -3.4 -0.2 1.5
C -0.1 -1.0 -1.1
C 0.0 1.4 -0.1
N 0.1 -0.5 -0.7
C 0.6 0.7 0.8
C -0.3 0.0 -0.9
H -0.4 0.1 0.2
H 0.6 -0.6 -0.6
H -0.7 0.2 -0.4
H -0.1 0.2 0.1
H 0.0 0.0 -0.3
H 0.1 -0.1 -0.2
H -0.2 0.1 -0.5
H 0.2 -0.1 0.7
H 0.1 0.3 0.3
H 0.6 0.1 0.2
H 0.5 0.3 -0.4
H 0.9 -0.2 -0.3
H -0.2 0.1 0.1
H 0.1 -0.1 0.1
H 0.1 -0.4 0.5
H 0.0 -0.2 0.3
H -0.1 0.2 0.3
H 0.1 0.0 -0.2
C -0.4 1.9 -0.1
N 1.2 -0.6 -2.3
C 0.7 0.7 1.0
P -1.6 -2.2 -0.6
O 0.0 0.8 0.3
N -1.4 1.4 -0.1
C -0.7 -1.2 0.5
C -0.8 0.1 0.1
N -0.3 -0.6 0.7
C 1.4 0.1 0.7
C 0.3 -0.5 0.3
H 0.6 -0.7 0.0
H 0.1 -0.2 -0.2
H -0.6 0.1 0.0
H -0.1 -0.1 -0.4
H -0.1 -0.4 0.0
H -0.2 0.3 -0.1
H 1.1 -0.3 0.0
H -0.1 0.0 0.0
H -0.2 0.3 -0.3
H 0.3 0.3 -0.1
H 0.4 0.6 0.2
H 0.0 -0.3 0.6
H 0.1 -0.2 0.3
H 0.6 0.3 -0.2
H -0.5 -0.1 0.2
H 0.1 0.3 -0.2
H -0.1 0.0 0.0
H 0.0 0.1 0.0
C 0.5 -0.4 0.3
N -0.6 0.0 0.5
C 1.7 -0.2 -1.9
P 1.7 1.4 -0.9
O 0.5 -0.4 -0.1
N -0.6 0.0 1.2
C -1.3 -1.3 -0.5
C 0.8 1.2 0.2
N -1.0 0.8 0.3
C 1.1 0.8 0.7
C -0.7 -0.8 -0.3
H -0.1 -0.2 0.2
H 0.1 0.1 0.1
H -0.3 0.2 -0.3
H -0.2 -0.4 0.7
H -0.4 -0.7 0.7
H 0.2 0.0 -0.3
H -0.4 0.1 -0.1
H 0.1 0.0 -0.1
H 0.0 0.1 0.1
H 0.0 -0.5 -0.1
H -0.1 0.2 -0.3
H -0.2 -0.3 0.3
H -0.7 -0.1 0.3
H 0.1 0.1 0.2
H 0.0 0.1 -0.7
H -0.1 0.0 0.2
H -0.1 -0.1 -0.1
H 0.0 0.0 -0.3
C -0.5 -0.2 -1.7
N 0.7 1.1 -0.8
C -0.5 0.4 0.4
P 0.6 -0.8 0.2
O -0.4 0.1 1.3
N -0.4 -0.4 0.5
C 1.0 1.4 0.4
C -0.2 0.0 -0.6
N -1.7 -1.1 0.5
C 0.6 1.1 -1.9
C 0.6 -0.3 -1.2
H 0.0 0.0 -0.1
H 0.0 0.0 0.4
H -0.3 -0.3 0.2
H 0.1 -0.3 0.5
H -0.1 -0.1 0.1
H 0.3 -0.5 -0.2
H -0.3 -0.5 -0.6
H -0.4 -0.4 0.3
H 0.2 0.0 0.0
H -0.4 0.1 0.3
H 0.1 -0.1 0.4
H 0.5 0.2 -0.2
H 0.0 0.3 1.2
H -0.4 0.3 -0.2
H 0.7 -0.1 0.4
H -0.1 -0.2 0.0
H 0.1 -0.3 0.5
H 0.3 0.5 -0.2
C 0.6 0.1 0.8
N -3.2 1.1 0.1
C -1.7 0.8 -0.2
P -1.2 0.3 -1.0
O 0.0 -1.3 0.0
N 1.7 -0.1 -1.6
C -0.4 0.1 0.6
C 0.1 -0.4 0.5
N -0.1 0.2 -0.8
C 1.5 1.4 1.0
C -1.3 1.2 -0.5
H 0.6 -0.3 0.3
H 0.8 -0.4 -0.4
H 0.2 0.2 -0.3
H 0.7 -0.9 0.1
H -0.4 0.9 0.4
H 1.4 -0.5 -0.1
H -0.3 -0.3 0.1
H -0.2 -0.5 -0.2
H 0.3 -0.1 0.6
H 0.0 0.0 0.2
H 0.4 0.1 -0.7
H 0.1 0.0 0.4
H 0.3 -0.6 -0.1
H -0.7 -0.5 0.7
H -0.3 0.3 -0.3
H 0.3 -0.9 0.8
H 0.1 -0.1 0.3
H 0.7 0.1 -0.7
C 0.8 0.0 -0.6
N -0.8 -0.6 -0.5
C -1.2 -1.0 -0.4
P 0.7 -0.3 0.4
O -0.4 -0.5 2.1
N -0.4 0.2 -0.1
C 0.5 0.6 -0.6
C -0.2 0.5 0.8
N 0.1 -0.2 0.1
C -0.3 0.7 -0.6
C 0.8 1.2 -0.8
H 0.1 -0.2 -0.4
H 0.1 0.1 -0.1
H -0.2 -0.1 0.3
H 0.2 0.4 0.1
H 0.1 -0.1 0.2
H -0.3 0.1 -0.2
H 0.2 0.3 0.7
H -0.1 0.3 -0.1
H -0.4 -0.3 -0.5
H 0.3 -0.4 0.1
H 0.2 0.0 0.2
H 0.2 -0.2 -0.3
H 0.0 -0.2 0.1
H -0.2 0.0 0.3
H 0.2 -0.2 0.0
H 0.1 0.2 0.1
H -0.3 -0.2 0.3
H 0.2 0.0 -0.5
C 0.6 0.3 -1.5
O -0.7 -0.4 0.2
C 0.5 0.6 0.8
C -1.3 2.9 -1.3
C 0.9 -0.4 0.6
N 0.1 -1.0 0.0
H -0.1 -0.1 0.5
H 0.1 0.0 0.5
H -0.1 0.0 -0.1
H 0.2 -0.3 0.5
H 0.0 -0.5 0.2
H 0.1 0.2 -0.1
H 0.0 0.1 -0.2
H -0.3 0.0 0.0
H 0.1 0.1 0.1
H -0.2 -0.9 -0.1
H 0.1 -0.6 -0.1
C 0.7 -0.1 -0.4
O 0.8 -1.4 0.5
C -1.8 1.0 0.2
C 1.5 -0.2 -1.4
C -0.7 -0.2 1.2
N 0.0 0.4 0.4
H 0.3 0.2 -0.4
H -0.7 -0.8 0.4
H -0.1 1.2 0.0
H 0.1 -0.6 0.3
H 0.6 0.2 0.3
H 0.0 -0.3 -0.2
H 0.4 -0.4 0.0
H 0.2 0.4 -0.8
H -0.3 0.3 -0.2
H -1.0 0.0 -0.1
H 0.2 0.2 0.1
C 0.0 0.5 1.1
O 0.6 -0.8 -0.3
C -0.9 0.1 -1.7
C -1.3 -0.5 -1.3
C -1.6 0.0 -0.4
N 2.2 0.7 2.4
H 0.3 0.1 0.0
H -0.4 -0.1 0.5
H 0.1 0.0 0.1
H 0.2 -0.4 0.2
H 0.1 -0.1 0.4
H 0.2 0.1 -1.5
H 0.4 -0.1 0.2
H -0.2 0.2 -0.1
H 0.2 0.1 0.1
H -0.2 0.0 0.4
H 0.3 0.2 0.0
O 0.4 0.0 -0.3
C 0.0 0.7 1.1
C -0.3 -0.6 -0.4
C 1.8 0.5 1.2
C -0.6 -0.1 -2.6
O -0.2 -1.1 0.4
H -0.2 0.2 -0.4
H -0.5 -0.3 0.0
H -0.5 -0.5 0.3
H -0.4 0.6 0.0
H -0.7 0.2 0.5
H 1.1 0.4 0.2
O 0.4 -0.5 -0.4
C -2.0 1.6 -0.3
C 0.2 0.3 -0.2
C 0.8 -0.7 -0.6
C 0.3 0.2 -1.3
O 1.4 -1.2 1.0
H 0.2 -0.2 0.1
H -0.3 0.1 0.5
H -0.2 -0.1 0.0
H 0.0 0.1 0.3
H -0.6 -0.2 0.6
H -0.1 0.6 0.2

Results of the Mulliken charge analysis, in e, for atoms 1 through 2:
1 C -1.017
2 N 0.230